Entry 1:
{"formula": "C21H34N2O6P3S", "method": "wB97M-V/def2-TZVPD", "symbols": ["C", "C", "C", "C", "O", "N", "C", "C", "C", "C", "P", "O", "O", "S", "C", "C", "P", "C", "C", "C", "C", "C", "C", "C", "C", "O", "O", "C", "C", "C", "P", "N", "O", "H", "H", "H", "H", "H", "H", "H", "H", "H", "H", "H", "H", "H", "H", "H", "H", "H", "H", "H", "H", "H", "H", "H", "H", "H", "H", "H", "H", "H", "H", "H", "H", "H", "H"], "positions_angstrom": [[0.9900, 5.0046, 1.7874], [0.3330, 5.2493, 0.4355], [0.2206, 3.9514, -0.4081], [1.2463, 4.0178, -1.5126], [1.3535, 2.8602, -2.3903], [1.3655, 1.6625, -1.7235], [2.3124, 1.4522, -0.8489], [2.3440, 0.2617, -0.1329], [3.3809, 0.1149, 0.8084], [3.4431, -1.0190, 1.5480], [4.7033, -1.3092, 2.8092], [6.0513, -1.6122, 1.9963], [4.8730, 0.1687, 3.3925], [4.2897, -2.6880, 4.0681], [2.4688, -2.0159, 1.3389], [1.4378, -1.9185, 0.4377], [0.2564, -3.3347, 0.3944], [0.4925, -4.1815, 1.9969], [1.0792, -4.4851, -0.7830], [1.3452, -0.7262, -0.3513], [0.3573, -0.4507, -1.3670], [-0.7640, -1.3767, -1.7435], [-1.9903, -1.2145, -0.8151], [-2.8639, -2.4716, -0.6884], [-4.3253, -2.0882, -0.6621], [-5.0796, -2.1561, -1.6034], [-4.6783, -1.6322, 0.5553], [-6.0421, -1.1703, 0.6831], [-6.2282, -0.6505, 2.1027], [0.3877, 0.7446, -2.0504], [-0.8662, 1.1478, -3.4240], [0.1116, 1.8343, -4.6230], [-1.5719, 2.5114, -2.8468], [1.9863, 4.5702, 1.6812], [0.3871, 4.3453, 2.4105], [1.1128, 5.9431, 2.3264], [0.9213, 5.9860, -0.1138], [-0.6661, 5.6486, 0.5898], [-0.7851, 3.8598, -0.7993], [0.4461, 3.1191, 0.2629], [1.0404, 4.8286, -2.2068], [2.2285, 4.2240, -1.0760], [3.0419, 2.2326, -0.6903], [4.0977, 0.9184, 0.9159], [6.4417, -0.8128, 1.6188], [5.5631, 0.1989, 4.0707], [2.5647, -2.9003, 1.9474], [-0.0441, -5.1240, 1.8964], [0.0292, -3.5851, 2.7794], [1.5233, -4.4029, 2.2669], [1.6987, -5.2177, -0.2675], [1.7247, -3.9426, -1.4728], [0.3141, -4.9997, -1.3605], [-0.4465, -2.4129, -1.8184], [-1.1156, -1.1023, -2.7337], [-1.7065, -0.8141, 0.1575], [-2.6059, -0.4394, -1.2871], [-2.7049, -3.1617, -1.5124], [-2.6434, -2.9594, 0.2573], [-6.2091, -0.3877, -0.0532], [-6.7087, -2.0028, 0.4762], [-6.8124, -1.3371, 2.7105], [-6.7337, 0.3124, 2.1046], [-5.2607, -0.5220, 2.5840], [1.1065, 1.8359, -4.4567], [-0.0779, 1.3406, -5.4881], [-2.1404, 2.2807, -2.0997]], "smiles": "CCCCO[n+]1cc2cc(P(O)(O)=S)cc(P(C)C)c2c(CCCC(=O)OCC)c1P(N)O", "spin_multiplicity": 1, "charge": 1, "orbital_gap_ha": 0.256}

---

Entry 2:
{"formula": "CH8N2S", "method": "wB97M-V/def2-TZVPD", "symbols": ["S", "H", "H", "N", "C", "N", "H", "H", "H", "H", "H", "H"], "positions_angstrom": [[-2.2203, -0.6824, 0.1604], [-1.7729, -1.5084, -0.8187], [-3.3094, -1.5156, 0.2497], [1.6088, -0.6310, -0.3575], [1.1510, 0.6037, 0.3261], [2.0182, 1.6393, -0.2051], [0.9585, -0.7423, -1.1320], [1.4684, -1.4295, 0.2598], [1.2279, 0.4739, 1.4122], [0.1066, 0.8640, 0.1233], [1.6889, 2.5601, -0.0479], [2.8755, 1.2651, -0.4983]], "smiles": "NCN.S", "spin_multiplicity": 1, "e_above_lowest_kcal_mol": 14.3, "charge": 0, "orbital_gap_ha": 0.340}

---

Entry 3:
{"formula": "C3H7NOS", "method": "wB97M-V/def2-TZVPD", "symbols": ["C", "C", "C", "N", "O", "S", "H", "H", "H", "H", "H", "H", "H"], "positions_angstrom": [[-1.8163, -0.6309, -0.6404], [-1.2805, -0.7798, 0.8495], [-0.9831, 0.4014, 0.0013], [2.3025, 0.8695, -0.1047], [-0.3698, 1.4264, -0.0616], [1.8011, -0.8534, -0.5595], [-1.3127, -1.2313, -1.3957], [-2.9042, -0.4618, -0.8302], [-1.9434, -0.7816, 1.5802], [-0.4375, -1.3717, 1.0673], [3.2765, 0.9312, 0.0655], [1.8094, 1.4258, -0.7593], [1.8580, 1.0562, 0.7876]], "smiles": "[NH3+][S-].O=C1CC1", "spin_multiplicity": 1, "e_above_lowest_kcal_mol": 87.1, "charge": 0, "orbital_gap_ha": 0.308}

---

Entry 4:
{"formula": "C4H15NO2S", "method": "wB97M-V/def2-TZVPD", "symbols": ["C", "C", "C", "C", "S", "N", "H", "H", "H", "H", "H", "H", "H", "H", "H", "H", "H", "H", "H", "O", "H", "H", "O"], "positions_angstrom": [[1.0091, 0.9244, -2.1401], [0.5577, 0.3114, -0.7980], [0.6097, 1.5135, 0.1720], [0.5284, 1.1694, 1.7284], [-1.2776, 1.1229, 1.9566], [1.4062, -0.8209, -0.3274], [2.1725, 1.1347, -2.0199], [0.4328, 1.9298, -2.4001], [0.8646, 0.2478, -3.0022], [-0.4803, -0.0759, -0.8404], [1.5783, 2.0368, 0.0723], [-0.1248, 2.1945, -0.1152], [0.8757, 0.1881, 2.0578], [1.0277, 2.0006, 2.1965], [-1.3032, 1.0601, 3.3618], [1.1815, -1.5463, -0.9806], [2.4027, -0.5285, -0.3816], [-1.8535, -1.9393, 0.9263], [-0.6373, -1.6203, 0.1254], [-1.5704, -1.9468, -0.0359], [-0.6623, -2.3282, -1.6085], [0.2180, -3.3445, -2.5515], [0.1550, -2.4460, -2.1677]], "smiles": "C[C@@H](N)CCS.O.O", "spin_multiplicity": 1, "e_above_lowest_kcal_mol": 22.2, "charge": 0, "orbital_gap_ha": 0.357}

---

Entry 5:
{"formula": "C4H4OTl", "method": "wB97M-V/def2-TZVPD", "symbols": ["H", "C", "C", "C", "C", "H", "H", "H", "O", "Tl"], "positions_angstrom": [[-1.5318, -2.1904, -0.5701], [-1.5502, -1.0969, -0.6373], [-0.4919, -0.3620, -0.2410], [0.7765, -0.4669, 0.5563], [0.9028, 0.6041, -0.5103], [-2.3833, -0.6452, -1.1825], [1.3643, -1.3934, 0.3999], [0.7163, -0.0962, 1.5945], [1.1005, 1.8412, -0.3290], [1.0966, 3.8057, 0.9194]], "s2": 0.76, "spin_multiplicity": 2, "e_above_lowest_kcal_mol": 34.7, "charge": 0, "orbital_gap_ha": [0.207, 0.227]}

---

Number 1: electronic energy -2803.6436 Eh. Number 2: electronic energy -550.5568 Eh. Number 3: electronic energy -646.5731 Eh. Number 4: electronic energy -764.7870 Eh. Number 5: electronic energy -402.3387 Eh.